Entry 1:
Entry from the Open Molecules 2025 dataset: a structure of composition C27H30FN6O4PtS2Se (ωB97M-V/def2-TZVPD).

```
72
Properties=species:S:1:pos:R:3:lowdin_charge:R:1
Pt 0.04879 0.28804 -0.69819 0.87
C 2.88422 -0.02386 0.56534 -0.08
N 1.67312 0.83125 0.64087 -0.27
C 2.00067 2.16673 0.04152 -0.14
C 2.34609 1.97893 -1.43451 -0.13
N 1.16346 1.42230 -2.16918 -0.26
C 0.43218 2.57767 -2.78479 -0.03
C 1.40113 0.46906 -3.25391 -0.34
C 2.56381 0.43403 -3.99661 -0.01
C 2.65850 -0.44516 -5.07162 -0.06
C 1.58484 -1.25369 -5.40350 -0.06
C 0.41332 -1.20911 -4.65650 -0.10
C 0.30709 -0.34453 -3.57613 -0.65
S -1.19234 -0.25257 -2.61459 0.65
C 1.21832 0.89049 2.03130 -0.28
C 2.01600 1.46412 3.01305 -0.02
C 1.58802 1.47870 4.32829 -0.06
C 0.36258 0.90844 4.65830 -0.06
C -0.42335 0.32201 3.68417 -0.09
C 0.00475 0.29805 2.35456 -0.52
S -1.00571 -0.53081 1.17148 0.73
H 3.03560 -0.41807 -0.43393 0.04
H 3.75807 0.55353 0.87614 0.11
H 2.75175 -0.85105 1.25376 0.08
H 2.83787 2.62230 0.57595 0.13
H 1.12545 2.80535 0.14074 0.11
H 3.20521 1.32861 -1.57737 0.11
H 2.60071 2.95150 -1.85613 0.14
H 1.05324 2.95628 -3.59877 0.12
H 0.27205 3.34750 -2.03850 0.07
H -0.52334 2.23828 -3.17311 0.07
H 3.39278 1.09001 -3.76294 0.12
H 3.57173 -0.48672 -5.64909 0.11
H 1.65887 -1.93505 -6.24016 0.11
H -0.41915 -1.85633 -4.90043 0.12
H 2.96603 1.91423 2.75168 0.12
H 2.20091 1.93849 5.09088 0.11
H 0.01706 0.92521 5.68325 0.11
H -1.37865 -0.11946 3.94160 0.11
C 2.81000 -3.67425 1.07828 0.00
N 1.35342 -3.69925 1.15861 -0.10
C 0.66335 -4.50307 2.03660 -0.01
C -0.64287 -4.43257 1.69492 0.00
N -0.73204 -3.59663 0.61246 -0.14
C -1.97047 -3.35337 -0.12564 -0.02
C 0.48531 -3.13307 0.29937 -0.60
Se 0.88468 -2.01097 -1.18111 0.88
H 3.16720 -4.65676 0.77629 0.11
H 3.22445 -3.41667 2.05060 0.11
H 3.10818 -2.94645 0.33204 0.05
H 1.16071 -5.05716 2.81241 0.14
H -1.51148 -4.89748 2.12633 0.14
H -2.74792 -3.03585 0.56638 0.09
H -2.26013 -4.27329 -0.62983 0.11
H -1.79194 -2.57493 -0.86338 0.03
F -4.15054 1.14362 4.00015 0.09
C -4.13875 1.08857 2.66415 -0.20
C -3.72488 2.12198 1.92912 0.05
N -3.68615 2.07711 0.55349 0.01
C -3.10303 3.18161 -0.18782 -0.02
C -1.57870 3.16313 -0.35071 -0.59
O -1.04302 4.21145 -0.66019 0.06
O -0.96661 2.04430 -0.12288 -0.24
C -4.04023 0.93925 -0.13808 -0.49
O -3.97312 0.83730 -1.34337 0.06
N -4.50106 -0.09586 0.65983 0.21
C -4.52637 -0.17020 2.04651 -0.43
O -4.82252 -1.19205 2.62613 0.09
H -3.40544 3.04705 2.38942 0.16
H -3.37571 4.11291 0.30524 0.14
H -3.53846 3.19703 -1.18515 0.14
H -4.79756 -0.92015 0.15689 0.17
```

Summary:
* highest occupied orbital energy: -10.7515 eV
* spin multiplicity: 1
* charge: +1
* relative energy (zero: lowest compared OMol25 entry of this formula, charge and spin): 128.9 kJ/mol
* E_tot: -138593.9451 eV

=====

Entry 2:
Entry from the Open Molecules 2025 dataset: a structure of composition C27H30IrN3O5P2 (ωB97M-V/def2-TZVPD).

```
68
Properties=species:S:1:pos:R:3:mulliken_spin:R:1
Ir 0.10144 0.43012 -0.23445 2.05
O -0.66697 -0.33291 1.83205 0.33
N -1.43471 -1.26653 2.00423 0.03
N -1.64602 -1.95495 0.84669 0.19
O -1.12874 -1.60888 -0.22918 0.36
C -2.49320 -3.09125 0.91680 0.03
C -2.79947 -3.65870 2.15904 0.06
C -3.62547 -4.76242 2.18131 -0.03
C -4.13461 -5.27952 0.99300 0.08
C -3.81642 -4.70001 -0.23441 -0.02
C -2.98852 -3.59907 -0.28519 0.05
H -2.38956 -3.24738 3.06978 0.00
H -3.87435 -5.22430 3.12635 0.00
H -4.78898 -6.14089 1.02294 0.00
H -4.22451 -5.10726 -1.14934 0.00
H -2.72996 -3.12562 -1.22155 0.00
N 0.75700 2.06602 1.35130 0.12
C 2.18838 2.30974 1.39837 -0.02
C 2.67892 3.52198 1.84976 0.02
C 4.04949 3.73464 1.89551 0.01
C 4.92866 2.73900 1.49059 0.00
C 4.43639 1.53144 1.02296 0.00
C 3.06145 1.30709 0.97336 -0.07
P 2.36794 -0.20425 0.27360 0.38
C 2.12810 -1.39901 1.60335 0.02
C 1.60474 -2.65066 1.26168 0.04
C 1.31975 -3.57114 2.25645 -0.01
C 1.54873 -3.24397 3.59217 0.02
C 2.07813 -2.00765 3.92906 -0.01
C 2.37137 -1.08148 2.93500 0.03
C 3.59389 -0.86214 -0.85851 -0.04
C 3.74438 -0.24988 -2.10271 0.04
C 4.74730 -0.66809 -2.96095 0.00
C 5.59726 -1.69922 -2.57893 0.01
C 5.44685 -2.31126 -1.34271 0.00
C 4.44457 -1.89648 -0.47542 0.01
H 0.44911 1.56190 2.18178 0.00
H 0.24648 2.94291 1.34017 0.00
H 1.99528 4.29833 2.17408 0.00
H 4.42925 4.68305 2.25134 0.00
H 5.99653 2.90905 1.52532 0.00
H 5.12086 0.76601 0.67749 0.00
H 1.43527 -2.90437 0.21992 0.01
H 0.93141 -4.54769 1.99483 0.00
H 1.32813 -3.96426 4.36930 0.00
H 2.27180 -1.76590 4.96570 0.00
H 2.79367 -0.11795 3.19897 0.00
H 3.08076 0.55720 -2.39484 0.00
H 4.86877 -0.19446 -3.92641 0.00
H 6.38054 -2.02717 -3.25017 0.00
H 6.11215 -3.11263 -1.04894 0.00
H 4.33173 -2.37481 0.48923 0.00
C 0.83804 1.57100 -3.80465 0.00
O -0.44815 1.91084 -3.23579 0.01
P -1.14200 0.98654 -2.16364 0.28
O -2.47079 1.77594 -1.87901 0.02
C -2.53384 3.20674 -1.66827 0.01
O -1.62134 -0.33627 -2.85952 0.01
C -2.51414 -0.30881 -4.01151 0.01
H 0.85110 1.97412 -4.81110 0.00
H 0.97851 0.49088 -3.84276 0.00
H 1.62637 2.03569 -3.21620 0.00
H -3.56367 3.43120 -1.41760 0.00
H -2.24139 3.72399 -2.57724 0.00
H -1.88163 3.49858 -0.84479 -0.01
H -2.43929 -1.28585 -4.47399 0.00
H -2.20401 0.46176 -4.71398 0.00
H -3.52937 -0.12097 -3.67398 0.00
```

Summary:
* highest occupied orbital energy (alpha / beta): -13.5542 / -14.4246 eV
* spin multiplicity: 5
* charge: +2
* E_tot: -64592.5400 eV

=====

Entry 3:
Entry from the Open Molecules 2025 dataset: a structure of composition C27H30N5O5SeZr (ωB97M-V/def2-TZVPD).

```
69
Properties=species:S:1:pos:R:3:lowdin_charge:R:1
Zr 0.49931 -1.16574 0.27801 1.85
N 0.45541 -1.76098 -2.00787 -0.05
C 1.15239 -3.04824 -2.24038 -0.12
C 1.96766 -3.34778 -0.99310 -0.57
O 3.15359 -3.61624 -1.04227 0.07
N 1.20668 -3.21664 0.13673 -0.12
C 1.85219 -3.62066 1.39249 -0.11
C 1.48813 -2.67713 2.52179 -0.58
O 1.39730 -3.01468 3.66873 0.12
O 1.30575 -1.40554 2.11721 -0.28
H 0.98033 -0.99478 -2.43319 0.03
H -0.47459 -1.77151 -2.40199 0.08
H 0.41743 -3.83980 -2.37369 0.13
H 1.79356 -3.00931 -3.11737 0.13
H 1.58189 -4.63459 1.68287 0.14
H 2.94058 -3.59534 1.27451 0.13
C -3.14922 -0.92526 -1.82496 -0.07
O -2.30137 -1.62472 -0.91305 -0.25
C -3.07337 -2.33150 0.04416 -0.19
C -2.09879 -3.02822 0.95029 -0.14
O -1.21221 -2.05664 1.52857 -0.34
C -1.56769 -1.66455 2.87138 -0.02
H -3.73585 -1.63561 -2.41243 0.10
H -2.52181 -0.32336 -2.47466 0.08
H -3.83086 -0.25931 -1.29211 0.09
H -3.71786 -3.06276 -0.45295 0.14
H -3.70563 -1.63255 0.60249 0.14
H -1.48305 -3.72855 0.38562 0.13
H -2.61128 -3.56442 1.74723 0.14
H -1.44501 -2.51887 3.53509 0.11
H -2.59462 -1.30213 2.88403 0.10
H -0.88880 -0.87360 3.17201 0.08
Se 3.46223 1.12430 -3.58523 1.22
N 4.84865 1.33111 -2.53635 -0.21
C 4.51112 0.84791 -1.35724 -0.37
C 5.35646 0.85237 -0.21555 0.04
C 4.86871 0.28545 0.91009 -0.01
C 3.56206 -0.26676 0.92956 -0.07
N 2.72344 -0.30337 -0.08414 0.04
C 3.19578 0.24292 -1.26518 -0.41
N 2.49962 0.25887 -2.37822 -0.25
H 6.34211 1.29370 -0.28038 0.13
H 5.45079 0.23621 1.81911 0.12
H 3.19427 -0.69021 1.85171 0.11
C -2.19798 5.38376 -2.16114 -0.08
C -2.07306 4.44859 -3.17908 -0.08
C -1.44154 3.24012 -2.93080 -0.05
C -0.94293 2.93201 -1.66232 -0.21
C -1.06218 3.88923 -0.65181 -0.03
C -1.68214 5.10333 -0.90282 -0.07
C -0.30746 1.61179 -1.47225 -0.10
C -0.14957 0.88383 -0.36167 -0.25
C -0.64765 1.27658 0.97484 -0.34
C -2.02253 1.31031 1.25554 -0.05
C -2.48135 1.66210 2.51177 -0.07
C -1.57828 1.94819 3.53253 -0.07
C -0.21735 1.88173 3.28476 -0.06
C 0.24484 1.54844 2.01667 -0.07
H -2.68403 6.33197 -2.35045 0.11
H -2.45906 4.66393 -4.16694 0.11
H -1.33021 2.51794 -3.73333 0.11
H -0.65229 3.69615 0.33003 0.11
H -1.75866 5.83891 -0.11233 0.11
H 0.05642 1.18677 -2.40912 0.07
H -2.72309 1.10384 0.45590 0.12
H -3.54600 1.72096 2.70213 0.11
H -1.93899 2.22257 4.51522 0.11
H 0.48912 2.09963 4.07530 0.12
H 1.31058 1.53581 1.81802 0.11
```

Summary:
* highest occupied orbital energy: -10.8448 eV
* spin multiplicity: 1
* charge: +1
* relative energy (zero: lowest compared OMol25 entry of this formula, charge and spin): 26.6 kJ/mol
* E_tot: -112796.8502 eV

=====

> What is the formula in the third record?

C27H30N5O5SeZr